DFT (ωB97M-V/def2-TZVPD) results for a cluster of 3 separate species, C5H17NO2S2 in total.

Calculated values
- Lowest unoccupied orbital energy: 0.7 eV
- SMILES string: CCCSSCCN.O.O
- Orbital gap: 0.3330 Ha
- Total energy: -1202.28221 hartree

```
27
Properties=species:S:1:pos:R:3:forces:R:3
C 0.74489 -2.80307 1.36956 -0.53 -0.25 -0.72
C 1.15481 -1.50759 0.64973 -1.34 -0.38 0.70
C 0.83285 -1.44941 -0.82999 0.14 -0.94 0.34
S -0.89482 -1.24997 -1.41146 0.60 0.18 -1.16
S -2.18866 -0.38738 -0.17697 -0.91 0.13 1.72
C -1.76954 1.38951 0.15728 -0.63 -1.64 0.57
C -1.03336 1.59229 1.47440 2.48 1.15 -0.09
N 0.18472 2.39947 1.19964 -0.63 0.60 -0.62
H -0.30623 -2.79418 1.64407 -0.15 0.35 0.37
H 1.36102 -2.92370 2.25429 -0.07 -0.28 0.10
H 0.75712 -3.69666 0.73404 0.71 0.07 0.02
H 2.19235 -1.31636 0.86147 0.28 0.23 -0.30
H 0.55547 -0.75561 1.16530 0.36 0.50 -0.03
H 1.44714 -0.73465 -1.37096 -0.03 0.11 0.06
H 1.02706 -2.46423 -1.20559 0.20 0.31 -0.33
H -1.21558 1.57478 -0.74544 0.33 1.02 0.03
H -2.69545 1.94613 0.27159 -0.24 -0.06 -0.83
H -1.55257 2.17477 2.23090 -0.71 -0.16 -0.25
H -0.66272 0.71611 1.98908 -0.58 -0.69 -0.19
H 0.26685 3.23922 1.74422 0.23 -0.11 0.18
H 1.03967 1.89182 1.12499 0.39 -0.32 0.50
O 3.29527 0.70424 0.79780 0.53 -0.11 0.40
H 2.73178 1.02108 0.09208 -0.02 0.10 -0.67
H 4.10131 0.36426 0.38140 -0.38 0.26 0.03
O 1.43927 2.06776 -1.62037 -0.47 -0.90 -0.97
H 0.71135 1.64654 -2.14175 0.92 0.50 0.66
H 0.99570 2.51044 -0.89602 -0.48 0.31 0.48
```
Positions in Å, forces in eV/Å.